The following is a DFT calculation (ωB97M-V/def2-TZVPD) of a 13-piece molecular cluster, C42H87BrO14P overall.

Each line ends with the Mulliken charge.
Cartesian coordinates (Å):
1 C 0.92 -1.10 3.86  -0.8793
2 C 1.05 0.22 4.63  -0.6720
3 C 0.12 1.38 4.19  -0.1340
4 C -0.54 1.22 2.83  -0.2221
5 C -1.68 2.25 2.67  -0.5959
6 P -3.07 1.86 3.75  0.5818
7 Br -3.13 3.20 5.45  -0.1578
8 C -3.09 0.16 4.42  -0.3933
9 O -3.82 -0.71 3.59  -0.3220
10 O -2.89 -1.45 2.80  -0.1257
11 H 1.54 -1.09 2.96  0.2896
12 H -0.10 -1.39 3.64  0.1470
13 H 1.34 -1.88 4.49  0.1791
14 H 2.10 0.52 4.62  0.2220
15 H 0.82 0.00 5.67  0.2244
16 H -0.59 1.60 4.99  0.3362
17 H 0.71 2.29 4.07  -0.1493
18 H 0.16 1.47 2.04  0.7670
19 H -0.98 0.24 2.67  0.2442
20 H -2.08 2.20 1.65  0.1711
21 H -1.33 3.26 2.89  0.4240
22 H -4.29 2.04 3.08  0.1902
23 H -3.51 0.18 5.43  0.5103
24 H -2.07 -0.22 4.51  0.1527
25 H -3.12 -1.21 1.89  0.2695
26 C 3.10 4.74 1.95  -1.0000
27 C 1.83 4.84 2.74  0.7256
28 O 1.05 3.90 2.79  -0.4687
29 C 1.55 6.13 3.45  -1.2412
30 H 3.18 3.76 1.49  0.2368
31 H 3.12 5.49 1.17  0.3653
32 H 3.96 4.89 2.61  0.3396
33 H 1.51 6.95 2.73  0.3613
34 H 2.34 6.34 4.17  0.3371
35 H 0.60 6.07 3.98  0.2854
36 C 6.38 3.84 -2.04  -1.0405
37 C 5.01 4.10 -1.49  0.7916
38 O 4.83 4.70 -0.45  -0.5332
39 C 3.84 3.58 -2.29  -1.0067
40 H 7.13 4.27 -1.37  0.2921
41 H 6.55 2.77 -2.13  0.3636
42 H 6.47 4.31 -3.02  0.2151
43 H 3.92 2.50 -2.39  0.3228
44 H 3.85 4.03 -3.29  0.3736
45 H 2.91 3.83 -1.79  0.2474
46 C 8.74 6.91 -5.19  -1.1345
47 C 7.47 7.01 -4.38  0.8657
48 O 6.69 6.09 -4.30  -0.5677
49 C 7.22 8.32 -3.68  -1.1310
50 H 8.80 5.92 -5.64  0.2961
51 H 8.74 7.66 -5.98  0.3414
52 H 9.61 7.07 -4.55  0.3300
53 H 7.16 9.13 -4.41  0.3560
54 H 8.03 8.54 -2.98  0.3337
55 H 6.28 8.27 -3.13  0.2794
56 C -1.10 -0.49 -0.84  -0.5776
57 C 0.07 0.39 -1.23  0.9378
58 O 0.92 0.70 -0.43  -0.6100
59 C 0.10 0.83 -2.67  -0.6198
60 H -1.01 -0.75 0.22  -0.0756
61 H -2.03 0.04 -1.01  0.1215
62 H -1.09 -1.40 -1.43  0.4416
63 H -0.79 1.40 -2.90  0.2371
64 H 0.15 -0.05 -3.31  0.1439
65 H 0.98 1.45 -2.83  0.1055
66 C -0.64 -3.89 -5.34  -1.1339
67 C -0.99 -2.42 -5.35  0.7132
68 O -0.81 -1.72 -4.38  -0.5239
69 C -1.57 -1.88 -6.63  -0.6087
70 H -0.24 -4.16 -4.36  0.3054
71 H -1.54 -4.48 -5.54  0.2918
72 H 0.10 -4.10 -6.11  0.3339
73 H -2.49 -2.40 -6.87  -0.0531
74 H -0.85 -2.03 -7.44  0.3760
75 H -1.77 -0.82 -6.52  0.2211
76 C -5.50 -4.16 -7.22  -1.1343
77 C -4.45 -4.20 -8.29  0.9364
78 O -3.27 -4.16 -8.03  -0.5498
79 C -4.94 -4.28 -9.72  -1.1899
80 H -5.03 -4.10 -6.24  0.2695
81 H -6.15 -3.30 -7.36  0.3099
82 H -6.11 -5.07 -7.26  0.3878
83 H -5.56 -3.42 -9.95  0.3200
84 H -5.53 -5.19 -9.86  0.3719
85 H -4.09 -4.30 -10.39  0.2919
86 C -3.84 4.42 -1.41  -1.2052
87 C -3.78 2.93 -1.21  0.8214
88 O -2.83 2.27 -1.57  -0.4718
89 C -4.97 2.28 -0.54  -1.0897
90 H -2.93 4.76 -1.90  0.3098
91 H -4.70 4.69 -2.03  0.3691
92 H -3.93 4.93 -0.45  0.3281
93 H -5.88 2.45 -1.11  0.4384
94 H -5.09 2.69 0.46  0.2362
95 H -4.79 1.21 -0.47  0.2318
96 C -2.63 -3.95 4.30  -0.8089
97 C -2.49 -5.45 4.46  0.5735
98 O -1.55 -6.04 4.00  -0.5689
99 C -3.59 -6.16 5.22  -1.0632
100 H -1.78 -3.57 3.75  0.2007
101 H -3.55 -3.72 3.77  0.3268
102 H -2.66 -3.48 5.29  0.3542
103 H -4.55 -6.01 4.71  0.2738
104 H -3.66 -5.77 6.24  0.3718
105 H -3.37 -7.22 5.26  0.2880
106 C -3.14 0.86 -9.48  -1.0742
107 C -4.45 1.01 -8.74  0.8639
108 O -5.26 0.11 -8.70  -0.5503
109 C -4.70 2.34 -8.06  -1.0843
110 H -3.09 -0.13 -9.92  0.2429
111 H -3.06 1.61 -10.27  0.3882
112 H -2.31 0.99 -8.78  0.2891
113 H -4.69 3.14 -8.79  0.3299
114 H -3.92 2.53 -7.32  0.3003
115 H -5.67 2.31 -7.57  0.2986
116 C 4.10 -3.88 5.22  -1.2443
117 C 4.63 -2.58 4.65  0.8825
118 O 4.04 -1.54 4.81  -0.4684
119 C 5.92 -2.65 3.87  -1.1892
120 H 3.17 -3.70 5.75  0.3004
121 H 3.92 -4.59 4.41  0.3414
122 H 4.83 -4.31 5.91  0.3774
123 H 5.80 -3.32 3.02  0.4130
124 H 6.72 -3.03 4.51  0.3548
125 H 6.19 -1.66 3.52  0.2648
126 C -5.62 -10.77 5.97  -1.1277
127 C -6.01 -9.32 5.86  0.8830
128 O -5.96 -8.57 6.80  -0.5465
129 C -6.49 -8.85 4.50  -1.1226
130 H -5.30 -10.98 6.99  0.3132
131 H -6.46 -11.42 5.73  0.3384
132 H -4.79 -10.99 5.29  0.3108
133 H -7.37 -9.41 4.19  0.4056
134 H -5.70 -8.98 3.76  0.3074
135 H -6.74 -7.79 4.56  0.2519
136 C 6.79 3.13 5.19  -0.9449
137 C 6.95 1.63 5.25  0.8057
138 O 7.85 1.07 4.67  -0.5551
139 C 5.94 0.86 6.06  -0.6624
140 H 7.57 3.56 4.57  0.3139
141 H 5.82 3.38 4.76  0.1297
142 H 6.85 3.56 6.19  0.3357
143 H 4.94 1.02 5.66  0.0485
144 H 5.97 1.19 7.10  0.4100
145 H 6.17 -0.20 6.02  0.1199

Values from the calculation:
energy above the lowest of the compared OMol25 structures with the same formula, charge and spin = 8.49 kcal per mole
electronic energy = -152952.19447 eV
total charge = +1
gap between HOMO and LUMO = 7.35 eV

***

The following is a DFT calculation (ωB97M-V/def2-TZVPD) of C42H87NO9 as an isolated structure.

Each line ends with the Mulliken charge.
Cartesian coordinates (Å):
1 C -22.58 8.81 -16.15  0.3998
2 C -23.18 9.94 -15.42  -0.7769
3 C -23.28 11.04 -16.49  -0.4908
4 O -22.56 10.56 -17.66  -0.7495
5 C -21.74 9.47 -17.23  -0.8347
6 H -23.36 8.18 -16.57  0.6714
7 H -21.85 8.20 -15.62  -1.2797
8 H -22.52 10.27 -14.62  0.0766
9 H -24.24 9.81 -15.19  0.5981
10 H -22.68 11.90 -16.20  -0.0102
11 H -24.31 11.38 -16.59  0.8268
12 H -20.76 9.77 -16.89  -0.0415
13 H -21.63 8.82 -18.10  1.2847
14 C -15.81 9.27 -16.22  0.3445
15 C -14.43 8.78 -16.23  -1.2848
16 C -13.53 10.09 -16.34  -0.5509
17 O -14.38 10.94 -17.14  -0.6006
18 C -15.79 10.59 -17.02  0.6073
19 H -16.16 9.44 -15.20  0.0159
20 H -16.45 8.46 -16.57  -0.0895
21 H -14.32 8.24 -17.17  0.5998
22 H -14.16 8.03 -15.49  0.3564
23 H -12.60 9.85 -16.85  0.4381
24 H -13.32 10.66 -15.44  0.3056
25 H -16.02 10.37 -18.06  -0.0060
26 H -16.43 11.31 -16.52  0.4730
27 C -20.34 11.86 -17.75  0.4807
28 C -20.02 10.42 -17.98  0.5273
29 C -18.59 10.47 -18.48  -1.2181
30 O -18.03 11.49 -17.57  -0.4658
31 C -18.98 12.53 -17.36  0.0445
32 H -21.15 11.94 -17.02  -0.4830
33 H -20.71 12.30 -18.68  0.4502
34 H -20.76 9.97 -18.64  0.7897
35 H -20.10 9.91 -17.02  -0.2197
36 H -18.51 10.79 -19.52  0.3323
37 H -18.11 9.49 -18.37  0.3964
38 H -18.89 13.46 -17.92  0.7525
39 H -19.05 12.78 -16.30  0.1243
40 C -21.00 11.56 -10.99  -0.2580
41 C -19.60 12.07 -11.05  1.2954
42 C -19.38 12.96 -9.81  -0.6870
43 O -20.50 12.53 -8.97  -0.5284
44 C -21.64 12.21 -9.72  -0.5406
45 H -21.07 10.48 -11.13  0.7252
46 H -21.54 11.89 -11.87  0.1775
47 H -19.31 12.64 -11.93  -1.0799
48 H -18.85 11.29 -11.09  -0.3633
49 H -19.56 14.02 -9.98  0.2812
50 H -18.40 12.88 -9.35  0.4151
51 H -22.17 13.13 -9.96  0.2829
52 H -22.28 11.55 -9.12  0.3387
53 C -19.56 7.75 -13.08  0.9898
54 C -19.27 6.58 -12.19  -1.3375
55 C -18.61 7.13 -10.88  -0.8511
56 O -18.13 8.39 -11.31  -0.6735
57 C -19.13 8.98 -12.23  0.5920
58 H -20.60 7.60 -13.40  0.8154
59 H -18.87 7.74 -13.92  -0.3247
60 H -18.57 5.84 -12.58  0.3680
61 H -20.10 5.91 -12.02  0.4567
62 H -17.84 6.50 -10.43  0.4746
63 H -19.30 7.18 -10.04  0.3333
64 H -18.50 9.57 -12.89  -0.9944
65 H -19.86 9.52 -11.62  -0.5156
66 C -19.28 6.98 -16.59  0.2056
67 C -19.16 5.50 -16.55  -1.2834
68 C -20.10 5.16 -15.33  -0.0525
69 O -21.18 6.01 -15.63  -0.6341
70 C -20.73 7.32 -16.04  0.9223
71 H -19.15 7.09 -17.67  0.5176
72 H -18.52 7.51 -16.02  -0.0352
73 H -18.09 5.28 -16.43  0.3702
74 H -19.67 5.14 -17.45  0.4218
75 H -19.60 5.35 -14.38  -0.3737
76 H -20.55 4.16 -15.33  0.5448
77 H -20.59 7.93 -15.15  -0.7088
78 H -21.32 7.86 -16.78  0.0217
79 C -16.58 7.40 -12.74  0.7879
80 C -16.36 7.79 -14.17  -0.1687
81 C -15.44 9.05 -14.08  0.5370
82 O -15.10 9.14 -12.70  -0.6239
83 C -16.05 8.51 -11.89  -0.3315
84 H -16.03 6.49 -12.50  0.3819
85 H -17.62 7.13 -12.58  -0.4146
86 H -17.24 8.08 -14.75  -0.8001
87 H -15.89 6.96 -14.69  0.3772
88 H -15.83 10.05 -14.22  0.4671
89 H -14.54 8.91 -14.68  0.1460
90 H -16.88 9.11 -11.50  0.5336
91 H -15.48 8.16 -11.03  0.4457
92 C -22.92 13.66 -15.93  0.5696
93 C -22.95 14.61 -14.74  -0.7927
94 C -21.80 15.56 -14.87  -0.6193
95 O -20.85 14.78 -15.60  -0.7311
96 C -21.42 13.48 -15.88  0.8064
97 H -23.35 14.03 -16.86  0.5643
98 H -23.48 12.74 -15.79  -0.1961
99 H -22.92 14.00 -13.84  0.0836
100 H -23.92 15.10 -14.63  0.6201
101 H -21.29 15.66 -13.91  0.2650
102 H -22.09 16.51 -15.32  0.4041
103 H -21.12 12.88 -15.02  -1.0828
104 H -21.00 13.02 -16.77  0.0242
105 C -17.39 14.62 -13.55  -1.1739
106 C -16.55 13.44 -14.01  0.6725
107 C -17.20 13.26 -15.38  -0.4289
108 O -18.61 13.47 -15.12  -0.6381
109 C -18.79 14.30 -14.00  0.2938
110 H -16.96 15.55 -13.93  0.1861
111 H -17.38 14.71 -12.46  0.5759
112 H -16.81 12.55 -13.43  -1.0459
113 H -15.47 13.59 -14.02  0.6608
114 H -17.01 12.19 -15.49  -0.3781
115 H -16.78 13.92 -16.13  0.5306
116 H -19.32 13.89 -13.15  0.4476
117 H -19.34 15.19 -14.31  0.9300
118 C -17.14 10.40 -13.06  -3.0797
119 C -17.83 11.22 -14.22  -0.1043
120 N -19.11 10.57 -14.59  1.3027
121 C -20.24 11.55 -14.69  2.0894
122 C -20.54 12.20 -13.34  -0.9347
123 C -18.92 9.91 -15.83  1.6709
124 C -18.04 8.62 -15.74  -0.9959
125 H -17.57 10.55 -12.07  1.1281
126 H -16.17 10.81 -12.79  1.0851
127 H -17.10 9.33 -13.22  -0.0904
128 H -18.00 12.24 -13.88  0.5274
129 H -17.16 11.28 -15.07  -0.7446
130 H -20.11 12.25 -15.53  -2.3627
131 H -21.13 10.98 -14.95  -1.6742
132 H -19.91 12.97 -12.89  -0.7516
133 H -21.44 12.80 -13.47  0.0227
134 H -20.84 11.46 -12.60  0.4238
135 H -18.47 10.61 -16.53  0.3102
136 H -19.90 9.73 -16.27  -0.8114
137 H -18.19 8.04 -16.65  0.1547
138 H -18.30 7.96 -14.91  -0.3502
139 H -16.99 8.91 -15.67  0.1972

Values from the calculation:
energy above the lowest of the compared OMol25 structures with the same formula, charge and spin = 1319.46 kcal per mole
electronic energy = -64820.92831 eV
total charge = 0
gap between HOMO and LUMO = 7.90 eV

***

The following is a DFT calculation (ωB97M-V/def2-TZVPD) of a 6-piece molecular cluster, C42H89BN2O3 overall.

Each line ends with the Mulliken charge.
Cartesian coordinates (Å):
1 C -3.06 2.86 -1.60  -0.4606
2 C -3.26 4.18 -2.54  -0.5476
3 N -1.96 4.73 -3.02  -0.4383
4 N -1.03 4.90 -1.99  0.8787
5 C -1.31 6.09 -1.13  -0.9744
6 C -0.96 5.67 0.40  0.5820
7 C -0.35 4.28 0.74  0.3878
8 C -0.01 3.83 2.20  -0.5562
9 C -0.31 4.78 3.39  0.5940
10 C 0.03 4.24 4.86  -1.0285
11 C -0.90 6.19 3.08  -0.6216
12 C -1.23 6.64 1.61  -0.6136
13 C 0.35 4.85 -2.46  0.2195
14 O 1.29 5.55 -2.00  -0.5765
15 O 0.64 3.88 -3.49  -0.2957
16 B 0.76 2.55 -2.89  0.4358
17 C 0.04 1.22 -3.52  -0.8795
18 O 1.56 2.33 -1.69  -0.4344
19 H -3.87 2.11 -1.90  0.2933
20 H -3.25 3.11 -0.49  0.2773
21 H -2.01 2.41 -1.73  -0.1336
22 H -3.89 4.93 -1.95  0.2402
23 H -3.88 3.88 -3.46  0.4145
24 H -2.07 5.57 -3.60  0.1511
25 H -2.41 6.40 -1.11  0.4459
26 H -0.69 7.02 -1.44  0.3104
27 H -0.10 3.51 -0.08  -0.3133
28 H 0.45 2.79 2.35  0.3035
29 H -0.72 3.37 5.06  0.2538
30 H 1.07 3.74 4.89  0.2690
31 H -0.13 5.00 5.69  0.3053
32 H -1.09 6.88 3.98  0.2366
33 H -1.66 7.69 1.48  0.2850
34 H 0.54 1.03 -4.54  0.2509
35 H 0.19 0.30 -2.84  0.2312
36 H -1.09 1.34 -3.65  0.2634
37 H 0.95 1.85 -1.08  0.2097
38 C 4.64 2.59 -2.53  -0.7695
39 C 5.79 1.68 -2.93  -0.6102
40 C 5.38 0.22 -3.10  -0.8870
41 C 4.84 -0.46 -1.84  -0.0546
42 C 5.79 -0.46 -0.64  -0.3373
43 C 7.08 -1.22 -0.89  -1.2963
44 H 4.22 2.31 -1.56  0.1511
45 H 4.98 3.62 -2.46  0.4313
46 H 3.83 2.54 -3.27  0.0434
47 H 6.60 1.77 -2.20  0.2706
48 H 6.20 2.04 -3.88  0.3661
49 H 6.24 -0.35 -3.48  0.3873
50 H 4.61 0.15 -3.88  0.3726
51 H 4.59 -1.50 -2.09  0.3096
52 H 3.90 0.01 -1.54  0.0180
53 H 5.28 -0.93 0.21  0.2896
54 H 6.02 0.56 -0.33  0.3106
55 H 6.88 -2.26 -1.16  0.2825
56 H 7.70 -1.23 0.01  0.4020
57 H 7.67 -0.77 -1.69  0.3021
58 C -2.20 6.76 -10.00  -1.2001
59 C -2.58 5.45 -9.33  -0.4501
60 C -3.00 5.60 -7.87  -0.7878
61 C -1.92 6.14 -6.93  -0.3598
62 C -0.63 5.32 -6.89  -0.4457
63 C -0.83 3.90 -6.37  -0.6546
64 H -1.33 7.22 -9.52  0.2888
65 H -1.95 6.60 -11.05  0.3817
66 H -3.03 7.47 -9.95  0.2906
67 H -1.76 4.74 -9.42  0.2382
68 H -3.42 5.01 -9.89  0.3911
69 H -3.35 4.63 -7.50  0.2992
70 H -3.87 6.27 -7.82  0.4425
71 H -2.34 6.19 -5.92  -0.0284
72 H -1.67 7.17 -7.21  0.3864
73 H 0.08 5.83 -6.23  0.3041
74 H -0.16 5.29 -7.88  0.3230
75 H -1.26 3.91 -5.37  -0.0630
76 H 0.13 3.38 -6.32  0.2713
77 H -1.48 3.32 -7.03  0.4252
78 C 1.81 -2.43 1.00  -1.0692
79 C 2.96 -3.35 0.60  0.1668
80 C 2.54 -4.81 0.44  -0.9745
81 C 2.01 -5.49 1.70  0.2193
82 C 2.95 -5.48 2.90  -0.1347
83 C 4.25 -6.24 2.65  -1.3902
84 H 1.39 -2.70 1.97  0.2332
85 H 2.15 -1.40 1.06  0.4444
86 H 1.00 -2.47 0.26  0.2127
87 H 3.77 -3.26 1.34  0.2875
88 H 3.37 -2.99 -0.35  -0.1264
89 H 3.40 -5.38 0.06  0.3915
90 H 1.77 -4.87 -0.34  0.4103
91 H 1.75 -6.52 1.45  0.4886
92 H 1.06 -5.01 2.00  -0.6305
93 H 2.44 -5.95 3.75  0.1852
94 H 3.19 -4.46 3.20  0.2779
95 H 4.04 -7.28 2.38  0.3004
96 H 4.87 -6.25 3.55  0.4095
97 H 4.84 -5.79 1.85  0.3014
98 C -4.98 -1.66 0.35  -1.1886
99 C -4.75 -2.40 1.67  -0.4538
100 C -3.40 -2.08 2.31  -0.7806
101 C -2.17 -2.49 1.48  -0.2988
102 C -2.09 -3.97 1.11  -0.4668
103 C -1.99 -4.89 2.32  -0.9026
104 H -4.26 -1.95 -0.41  0.2760
105 H -5.98 -1.89 -0.04  0.4068
106 H -4.92 -0.58 0.50  0.2623
107 H -4.86 -3.47 1.51  0.2119
108 H -5.54 -2.11 2.37  0.4153
109 H -3.35 -2.57 3.29  0.2141
110 H -3.34 -1.00 2.50  0.4484
111 H -1.27 -2.21 2.05  0.1402
112 H -2.14 -1.89 0.56  0.3730
113 H -1.21 -4.12 0.48  0.2074
114 H -2.95 -4.25 0.50  0.3812
115 H -1.12 -4.64 2.92  -0.1562
116 H -1.89 -5.93 1.99  0.4599
117 H -2.88 -4.82 2.95  0.4475
118 C -2.20 -7.51 9.32  -1.1982
119 C -2.54 -6.11 8.83  -0.4083
120 C -2.80 -6.04 7.33  -0.6842
121 C -1.62 -6.42 6.44  -0.4627
122 C -0.34 -5.61 6.65  -0.2014
123 C -0.51 -4.13 6.34  -0.8485
124 H -1.28 -7.89 8.87  0.2872
125 H -2.07 -7.51 10.41  0.3797
126 H -3.01 -8.21 9.08  0.2884
127 H -1.74 -5.42 9.12  0.2333
128 H -3.44 -5.77 9.36  0.3855
129 H -3.13 -5.02 7.08  0.3024
130 H -3.64 -6.70 7.08  0.3696
131 H -1.93 -6.33 5.39  0.1646
132 H -1.38 -7.48 6.58  0.3382
133 H 0.44 -6.01 6.00  0.1082
134 H 0.02 -5.73 7.68  0.3105
135 H -0.84 -3.98 5.31  -0.0896
136 H 0.44 -3.60 6.47  0.3841
137 H -1.24 -3.66 7.01  0.3419

Values from the calculation:
energy above the lowest of the compared OMol25 structures with the same formula, charge and spin = 134.77 kcal per mole
electronic energy = -54794.21367 eV
structure (SMILES) = CCNN(Cc1ccc(C)cc1)C(=O)OB(C)O.CCCCCC.CCCCCC.CCCCCC.CCCCCC.CCCCCC
total charge = 0
gap between HOMO and LUMO = 8.72 eV

***

- The highest energy above the lowest of the compared OMol25 structures with the same formula, charge and spin belongs to which entry?
  C42H87NO9

***

- The highest total charge belongs to which entry?
  C42H87BrO14P